A) Density functional theory data (ωB97M-V/def2-TZVPD) for the molecule C5H6N2O2.

Each line ends with the natural charge from an NBO analysis.
CARTESIAN COORDINATES (ANGSTROEM)
O (-1.78, -1.85, -1.72)  -0.52
C (-1.37, -0.94, -1.06)  0.64
O (-1.30, -1.12, 0.28)  -0.51
C (-0.80, -0.07, 1.10)  -0.05
C (0.56, 0.49, 0.77)  -0.42
C (0.61, 1.36, -0.42)  0.06
N (1.32, 0.99, -1.36)  -0.25
N (2.02, -0.25, -0.98)  -0.24
C (1.50, -0.59, 0.14)  0.07
H (-1.02, -0.05, -1.36)  0.11
H (-0.88, -0.46, 2.04)  0.21
H (-1.63, 0.78, 0.97)  0.18
H (1.00, 1.09, 1.61)  0.28
H (0.00, 2.32, -0.49)  0.21
H (1.75, -1.69, 0.47)  0.23

Properties
SMILES: O=COCC1C=NN=C1
HOMO level (eV): -10.8

---

B) Density functional theory data (ωB97M-V/def2-TZVPD) for the molecule C5H6N2O2.

Each line ends with the natural charge from an NBO analysis.
CARTESIAN COORDINATES (ANGSTROEM)
C (-1.91, 1.13, 0.24)  -0.65
C (-2.04, -0.33, -0.04)  0.72
O (-3.03, -0.99, -0.17)  -0.55
N (-0.77, -1.12, -0.16)  -0.66
C (0.48, -0.70, -0.05)  0.64
N (1.50, -1.47, 0.13)  -0.52
C (2.62, -0.59, 0.09)  -0.08
C (2.21, 0.60, -0.16)  0.04
O (0.84, 0.56, -0.32)  -0.45
H (-1.11, 1.51, -0.64)  0.25
H (-1.37, 1.46, 0.87)  0.21
H (-2.76, 1.47, 0.26)  0.21
H (-0.93, -2.12, -0.02)  0.44
H (3.60, -0.83, 0.29)  0.21
H (2.67, 1.41, -0.32)  0.18

Properties
SMILES: CC(=O)Nc1ncco1
HOMO level (eV): -8.8

---

Bottom line: A), by a margin of 11.4 kJ/mol.

---

A) Density functional theory data (ωB97M-V/def2-TZVPD) for the molecule C5H6N2O2.

Each line ends with the natural charge from an NBO analysis.
CARTESIAN COORDINATES (ANGSTROEM)
C (-0.69, 0.95, 0.75)  -0.59
C (-0.15, 0.11, -0.47)  -0.08
C (0.55, 1.13, -1.24)  0.26
N (0.84, 2.04, -1.82)  -0.27
C (-1.22, -0.45, -1.33)  0.44
O (-1.09, -1.51, -1.87)  -0.48
N (0.82, -0.96, 0.07)  -0.62
C (1.21, -1.19, 1.35)  0.54
O (0.86, -0.59, 2.32)  -0.58
H (-0.98, 0.33, 1.50)  0.24
H (-1.41, 1.80, 0.62)  0.23
H (0.16, 1.44, 1.12)  0.24
H (-2.03, 0.26, -1.55)  0.14
H (1.05, -1.53, -0.75)  0.42
H (2.07, -1.84, 1.29)  0.12

Properties
SMILES: C[C@](C#N)(C=O)NC=O
HOMO level (eV): -10.5

---

B) Density functional theory data (ωB97M-V/def2-TZVPD) for the molecule C5H6N2O2.

Each line ends with the natural charge from an NBO analysis.
CARTESIAN COORDINATES (ANGSTROEM)
H (0.78, -0.89, -2.28)  0.36
N (0.60, -0.56, -1.38)  -0.65
C (0.68, 0.69, -1.11)  0.10
C (0.57, 1.15, 0.26)  -0.27
C (-0.25, 0.45, 1.09)  -0.15
C (-0.99, -0.77, 0.80)  -0.22
C (-0.54, -1.94, 0.39)  -0.10
N (-1.62, -3.02, 0.45)  0.53
O (-2.74, -2.58, 0.59)  -0.41
O (-1.30, -4.13, 0.24)  -0.34
H (0.97, 1.50, -1.82)  0.16
H (0.97, 2.16, 0.46)  0.23
H (-0.39, 0.79, 2.12)  0.22
H (-2.13, -0.80, 0.93)  0.27
H (0.53, -2.12, 0.12)  0.27

Properties
SMILES: [H]/N=C/C=C\C=C\[N+](=O)[O-]
HOMO level (eV): -9.4

---

Bottom line: A), by a margin of 365.5 kJ/mol.

---

A) Density functional theory data (ωB97M-V/def2-TZVPD) for a structure of composition C5H6N2O2.

Each line ends with the natural charge from an NBO analysis.
CARTESIAN COORDINATES (ANGSTROEM)
C (1.44, 0.02, 1.77)  -0.64
C (0.86, 1.23, 1.19)  0.69
C (-0.59, -0.10, -0.42)  0.60
C (-1.66, -1.62, -1.28)  -0.07
C (-0.26, -1.82, -1.61)  0.03
H (2.10, -0.33, 0.79)  0.23
H (1.85, 0.24, 2.52)  0.20
H (0.79, -0.81, 1.88)  0.23
H (-0.37, 2.12, -0.39)  0.44
H (-2.33, -2.05, -1.76)  0.18
H (0.47, -2.36, -2.17)  0.22
N (-0.18, 1.14, 0.22)  -0.68
N (-1.80, -0.52, -0.57)  -0.43
O (1.20, 2.35, 1.52)  -0.59
O (0.38, -0.77, -1.06)  -0.40

Properties
HOMO level (eV): -9.2

---

B) Density functional theory data (ωB97M-V/def2-TZVPD) for the molecule C5H6N2O2.

Each line ends with the natural charge from an NBO analysis.
CARTESIAN COORDINATES (ANGSTROEM)
N (-2.61, -0.28, -1.23)  -0.27
C (-1.96, 0.13, -0.34)  0.24
C (-1.05, 0.43, 0.73)  -0.06
C (0.07, 1.39, 0.31)  -0.07
O (0.86, 0.92, -0.75)  -0.52
C (1.50, -0.36, -0.48)  -0.15
C (0.50, -1.47, -0.51)  0.04
N (-0.32, -1.80, 0.41)  -0.08
O (-0.49, -0.74, 1.32)  -0.39
H (-1.61, 0.91, 1.48)  0.24
H (0.76, 1.45, 1.16)  0.18
H (-0.40, 2.36, 0.07)  0.21
H (2.05, -0.23, 0.48)  0.20
H (2.18, -0.51, -1.33)  0.22
H (0.51, -2.19, -1.32)  0.21

Properties
SMILES: N#C[C@@H]1COCC=NO1
HOMO level (eV): -10.2

---

Bottom line: A), by a margin of 50.1 kJ/mol.

---

A) Density functional theory data (ωB97M-V/def2-TZVPD) for a cluster of 2 separate species, C5H16N3 in total.

Each line ends with the natural charge from an NBO analysis.
CARTESIAN COORDINATES (ANGSTROEM)
C (-0.11, -2.22, 0.51)  -0.44
C (-1.14, -0.24, 1.55)  0.68
N (-0.63, -1.46, 1.66)  -0.54
N (-1.66, 0.22, 0.42)  -0.75
N (-1.42, 0.49, 2.68)  -0.78
H (-0.29, -1.79, 2.55)  0.43
H (-1.44, -0.24, -0.44)  0.43
H (-2.14, 1.10, 0.41)  0.43
H (-0.95, 0.20, 3.52)  0.42
H (-2.35, 0.87, 2.66)  0.42
H (0.62, -1.77, -0.15)  0.23
H (-0.95, -2.46, -0.12)  0.21
H (0.42, -3.07, 0.92)  0.24
C (1.36, 1.52, -1.48)  -0.41
C (1.84, 0.37, -0.58)  -0.62
C (0.13, 1.10, -2.26)  -0.59
H (1.21, 2.46, -0.94)  0.21
H (2.09, 1.78, -2.23)  0.22
H (1.76, 0.44, 0.50)  0.20
H (0.30, 0.19, -2.84)  0.21
H (-0.73, 0.91, -1.63)  0.15
H (2.91, 0.35, -0.78)  0.24
H (1.42, -0.56, -0.92)  0.18
H (-0.25, 1.80, -3.01)  0.23

Properties
HOMO level (eV): -14.4
Total charge: +1

---

B) Density functional theory data (ωB97M-V/def2-TZVPD) for a cluster of 2 separate species, C5H16N3 in total.

Each line ends with the natural charge from an NBO analysis.
CARTESIAN COORDINATES (ANGSTROEM)
N (-2.38, 0.44, 0.49)  -0.81
C (-2.39, -0.46, -0.69)  -0.19
C (-1.07, -1.43, -0.54)  -0.32
N (0.16, -0.63, -0.63)  0.00
C (1.16, -0.68, -1.69)  -0.36
C (2.59, -0.13, -1.23)  -0.65
N (0.48, 1.42, 1.28)  -0.78
C (0.37, 1.04, 2.65)  -0.43
H (0.72, 0.67, 0.59)  0.40
H (-3.25, 0.94, 0.48)  0.39
H (-1.57, 1.06, 0.36)  0.38
H (-2.33, -0.05, -1.77)  0.22
H (-3.35, -1.15, -0.44)  0.26
H (-1.05, -2.33, -1.25)  0.23
H (-1.13, -1.83, 0.46)  0.29
H (2.62, 1.09, -1.44)  0.24
H (0.74, -0.30, -2.66)  0.31
H (1.40, -1.81, -1.94)  0.28
H (3.39, -0.42, -1.99)  0.26
H (2.97, -0.39, -0.20)  0.26
H (0.81, 2.42, 1.11)  0.40
H (0.23, 1.86, 3.31)  0.22
H (-0.36, 0.23, 2.60)  0.21
H (1.23, 0.42, 3.14)  0.19

Properties
HOMO level (eV): -12.4
Total charge: +1

---

C) Density functional theory data (ωB97M-V/def2-TZVPD) for a structure of composition C5H16N3.

Each line ends with the natural charge from an NBO analysis.
CARTESIAN COORDINATES (ANGSTROEM)
C (1.17, 0.12, 0.86)  -0.34
N (0.66, -0.77, 1.79)  -0.71
C (-1.71, 1.78, -1.00)  -0.17
C (-2.95, 1.31, -0.70)  -0.49
C (-2.56, -0.68, -0.58)  -0.01
N (-2.07, -1.10, 0.72)  -0.68
C (1.16, -0.96, -0.09)  -0.14
N (4.62, -0.60, -0.31)  -1.13
H (0.59, 1.06, 0.59)  0.17
H (2.18, 0.61, 1.06)  0.23
H (1.10, -0.78, 2.70)  0.40
H (-1.18, 2.52, -0.43)  0.24
H (-1.48, 1.86, -2.04)  0.22
H (-3.77, 1.16, -1.45)  0.30
H (-3.38, 1.55, 0.29)  0.25
H (-1.69, -0.17, -1.08)  0.22
H (-3.23, -1.38, -1.03)  0.26
H (-1.12, -0.62, 0.75)  0.42
H (-2.71, -0.69, 1.42)  0.40
H (0.50, -1.13, -0.90)  0.20
H (1.89, -1.67, 0.22)  0.24
H (5.31, -1.07, 0.25)  0.39
H (3.66, -0.49, -0.11)  0.36
H (5.02, 0.13, -0.92)  0.38

Properties
HOMO level (eV): -11.8
Total charge: +1

---

D) Density functional theory data (ωB97M-V/def2-TZVPD) for the ion C5H16N3 with charge +1.

Each line ends with the natural charge from an NBO analysis.
CARTESIAN COORDINATES (ANGSTROEM)
C (-1.78, 1.65, 1.24)  -0.65
C (-1.14, 0.31, 0.61)  -0.06
N (-1.88, -0.42, -0.35)  -0.89
C (0.28, 0.57, -0.02)  0.10
N (1.34, 0.93, 0.94)  -0.85
N (0.57, -0.63, -0.85)  -0.40
C (1.83, -0.48, -1.69)  -0.43
C (0.82, -1.82, -0.06)  -0.44
H (-2.92, 1.39, 1.11)  0.23
H (-1.65, 1.75, 2.31)  0.24
H (-1.54, 2.59, 0.68)  0.23
H (-1.00, -0.49, 1.33)  0.20
H (-2.44, -1.21, 0.05)  0.42
H (-2.32, 0.28, -1.03)  0.39
H (0.14, 1.43, -0.67)  0.21
H (1.01, 0.76, 1.98)  0.39
H (1.62, 1.87, 0.86)  0.39
H (-0.35, -0.65, -1.36)  0.48
H (2.45, -0.04, -0.98)  0.23
H (2.34, -1.45, -1.88)  0.24
H (1.85, 0.10, -2.61)  0.25
H (1.67, -1.60, 0.63)  0.25
H (-0.02, -2.15, 0.53)  0.23
H (1.11, -2.70, -0.77)  0.24

Properties
SMILES: C[C@@H](N)[C@@H](N)[NH+](C)C
HOMO level (eV): -13.7
Total charge: +1

---

Bottom line: A), by a margin of 127.8 kJ/mol.

---

A) Density functional theory data (ωB97M-V/def2-TZVPD) for the molecule C4H10N2S.

Each line ends with the natural charge from an NBO analysis.
CARTESIAN COORDINATES (ANGSTROEM)
C (0.74, 0.19, -2.56)  -0.64
C (0.37, 1.24, -1.42)  -0.23
N (-0.83, 0.89, -0.61)  -0.27
C (-1.29, 2.02, 0.29)  -0.42
N (-0.57, -0.26, 0.13)  -0.42
C (0.30, -0.51, 1.04)  -0.07
S (0.63, -1.98, 1.72)  -0.18
H (-0.27, -0.34, -2.98)  0.22
H (1.30, 0.75, -3.42)  0.23
H (1.38, -0.63, -2.11)  0.22
H (0.00, 2.25, -1.83)  0.20
H (1.22, 1.33, -0.78)  0.18
H (-2.22, 1.69, 0.75)  0.22
H (-0.46, 2.20, 1.04)  0.18
H (-1.53, 2.90, -0.33)  0.21
H (-1.17, -1.03, -0.07)  0.39
H (0.80, 0.41, 1.46)  0.19

Properties
SMILES: CCN(C)NC=S
HOMO level (eV): -8.3

---

B) Density functional theory data (ωB97M-V/def2-TZVPD) for the molecule C4H10N2S.

Each line ends with the natural charge from an NBO analysis.
CARTESIAN COORDINATES (ANGSTROEM)
C (0.54, -0.61, 0.66)  -0.24
C (-0.04, 0.76, -0.07)  -0.20
C (-1.23, 1.14, 0.74)  -0.62
C (-0.47, 0.24, -1.39)  -0.65
N (1.81, -1.20, 0.06)  -0.29
N (2.97, -0.61, 0.06)  -0.33
S (1.27, 1.94, -0.08)  -0.12
H (0.73, -0.32, 1.63)  0.21
H (-0.32, -1.27, 0.48)  0.21
H (-1.54, 2.20, 0.60)  0.23
H (-1.09, 1.13, 1.88)  0.22
H (-1.93, 0.51, 0.38)  0.20
H (-1.15, 0.96, -1.93)  0.22
H (-0.97, -0.73, -1.31)  0.19
H (0.51, 0.15, -1.90)  0.23
H (1.74, -1.96, -0.57)  0.39
H (2.94, 0.17, 0.82)  0.35

Properties
HOMO level (spin up / spin down) (eV): -8.4 / -7.6

---

Bottom line: A), by a margin of 164.3 kJ/mol.